(1)
Here is a molecular structure, C44H54AgN3OP2S3 from the OMol25 dataset. Energies are from ωB97M-V/def2-TZVPD.

Geometry as ORCA input:
```
! wB97M-V def2-TZVPD RIJCOSX def2/J DEFGRID3
* xyz 0 1
Ag -0.9249 -0.3900 -0.8512
C 2.2535 -0.6496 0.7671
N 2.0595 0.1644 1.9472
C 0.8175 0.8861 2.0884
P -0.6865 -0.1772 1.7287
C -1.9310 0.7145 2.7193
C -2.9843 -0.0060 3.2844
C -4.0021 0.6483 3.9581
C -3.9875 2.0320 4.0721
C -2.9521 2.7564 3.5026
C -1.9324 2.1053 2.8240
C -0.3560 -1.6263 2.7865
C -0.6324 -2.8846 2.2557
C -0.4198 -4.0185 3.0311
C 0.0677 -3.8983 4.3237
C 0.3494 -2.6433 4.8500
C 0.1350 -1.5080 4.0871
C 2.9850 0.1193 2.9836
C 3.7708 -1.0174 3.2031
C 4.7096 -1.0383 4.2212
C 4.8850 0.0588 5.0515
C 4.1052 1.1880 4.8450
C 3.1728 1.2260 3.8222
P 1.6584 0.1692 -0.8044
C 2.7039 -0.7295 -2.0151
C 3.0278 -2.0695 -1.8011
C 3.7624 -2.7793 -2.7390
C 4.1866 -2.1634 -3.9055
C 3.8576 -0.8352 -4.1343
C 3.1160 -0.1258 -3.2035
C 2.5359 1.7750 -0.8017
C 3.6136 2.1042 0.0163
C 4.2299 3.3419 -0.1072
C 3.7968 4.2559 -1.0571
C 2.7284 3.9320 -1.8825
C 2.0908 2.7098 -1.7396
H 1.6871 -1.5929 0.8229
H 3.3127 -0.8834 0.6608
H 0.7636 1.7333 1.3903
H 0.7269 1.2632 3.1047
H -2.9968 -1.0857 3.1928
H -4.8128 0.0794 4.3959
H -4.7825 2.5435 4.5996
H -2.9375 3.8367 3.5851
H -1.1386 2.6821 2.3652
H -0.9971 -2.9495 1.2268
H -0.6297 -5.0001 2.6231
H 0.2295 -4.7847 4.9250
H 0.7338 -2.5521 5.8585
H 0.3517 -0.5311 4.5056
H 3.6248 -1.8990 2.5919
H 5.2992 -1.9329 4.3788
H 5.6185 0.0365 5.8465
H 4.2344 2.0596 5.4750
H 2.5964 2.1276 3.6554
H 2.6917 -2.5689 -0.9031
H 3.9970 -3.8206 -2.5554
H 4.7654 -2.7169 -4.6337
H 4.1835 -0.3477 -5.0448
H 2.8599 0.9052 -3.4040
H 3.9862 1.4034 0.7520
H 5.0748 3.5834 0.5260
H 4.2850 5.2181 -1.1476
H 2.3880 4.6324 -2.6361
H 1.2384 2.4582 -2.3623
C -3.0297 -1.4348 -5.0378
C -1.6112 -0.9247 -4.8135
S -1.3037 0.2695 -3.4776
C -2.6275 1.4944 -3.6490
C -3.9650 1.1840 -2.9746
S -3.8990 0.4775 -1.2978
C -4.0861 -1.3481 -1.4585
C -4.7489 -1.8821 -2.7164
S -3.6195 -2.7170 -3.8867
H -3.0371 -1.9366 -6.0068
H -3.7558 -0.6236 -5.0843
H -1.2574 -0.4544 -5.7339
H -0.9431 -1.7510 -4.5657
H -2.7741 1.6938 -4.7129
H -2.1895 2.3818 -3.1909
H -4.5913 0.5451 -3.5917
H -4.5041 2.1225 -2.8356
H -4.7070 -1.5745 -0.5894
H -3.1132 -1.8325 -1.3137
H -5.3329 -1.1442 -3.2646
H -5.4337 -2.6861 -2.4469
C -0.4187 5.6545 -0.1419
N -1.5161 4.7125 -0.2993
C -2.7838 5.2272 -0.7897
C -1.2706 3.4168 -0.3769
N -1.0519 2.2794 -0.3855
H -0.6993 6.4205 0.5824
H -0.1714 6.1418 -1.0899
H 0.4650 5.1318 0.2150
H -3.1125 6.0505 -0.1545
H -3.5354 4.4416 -0.7553
H -2.6976 5.6009 -1.8153
C -1.9538 -4.9423 -1.0323
C -0.9658 -3.8470 -1.4758
C 0.4840 -4.3208 -1.2287
O -1.2592 -2.6534 -0.8625
H -1.6944 -5.9030 -1.4853
H -2.9650 -4.6709 -1.3441
H -1.9467 -5.0417 0.0569
H -1.0712 -3.7788 -2.5792
H 0.7748 -4.1322 -0.1920
H 1.1644 -3.7809 -1.8883
H 0.5910 -5.3900 -1.4310
*
```

Its HOMO-LUMO gap is 0.2546 Eh. The calculation puts the HOMO energy at -6.7 eV. For the energy above the lowest of the compared OMol25 structures with the same formula, charge and spin, the calculation gives 0.333 eV. For the electronic energy, the calculation gives -108103.4970 eV. The calculation puts the strongest force on any atom at 0.012 Eh/bohr.



(2)
Here is a molecular structure, C44H54F2N8O3SeY in a non-equilibrium geometry from the OMol25 dataset. Energies are from ωB97M-V/def2-TZVPD.

Geometry as ORCA input:
```
! wB97M-V def2-TZVPD RIJCOSX def2/J DEFGRID3
* xyz 3 1
Y -0.4686 -0.0481 0.1462
C -3.4292 7.1430 1.5032
C -3.3152 6.6148 0.0754
N -3.1113 5.1725 0.0582
C -1.8501 4.7227 -0.0851
C -1.5034 3.4086 0.0083
C -0.1075 2.8204 -0.0393
O 0.7306 3.2438 0.7612
O 0.0516 1.8220 -0.8086
C -2.4778 2.4378 0.3789
O -2.1773 1.2453 0.6817
C -3.8328 2.9111 0.4286
C -4.8678 1.9973 0.6426
C -6.1656 2.4081 0.6682
F -7.1005 1.4555 0.8589
C -6.5293 3.7671 0.5019
C -5.4814 4.6719 0.3275
C -4.1390 4.2789 0.2653
N -7.8432 4.1903 0.5619
C -8.9361 3.2568 0.8209
C -10.2402 4.0255 1.0584
N -9.9001 5.2933 1.7503
C -9.1580 6.2085 0.8329
C -8.3048 5.3703 -0.1333
H -3.5941 8.2166 1.4795
H -2.5103 6.9573 2.0527
H -4.2466 6.6717 2.0440
H -2.4559 7.0841 -0.4060
H -4.1968 6.8796 -0.5095
H -1.0866 5.4646 -0.2741
H -4.6283 0.9529 0.7610
H -5.7085 5.7192 0.2387
H -8.7031 2.6802 1.7180
H -9.0850 2.5532 -0.0085
H -10.9104 3.4231 1.6755
H -10.7560 4.2623 0.1265
H -9.2971 5.0524 2.5485
H -10.7381 5.7615 2.1147
H -8.5323 6.8679 1.4360
H -9.8656 6.8157 0.2666
H -7.4681 5.9666 -0.4874
H -8.8870 5.0766 -1.0166
C -2.5339 -2.5157 -2.9925
C -2.9808 -1.1362 -2.4961
C -1.8188 -0.1314 -2.4969
C -3.7676 -1.2198 -1.1913
C -5.1477 -1.0930 -1.3208
C -5.9912 -1.2038 -0.2337
C -5.4449 -1.3934 1.0202
C -4.0687 -1.4852 1.2199
C -3.6331 -1.6371 2.6676
C -2.6342 -0.5683 3.1087
C -3.1298 -3.0427 2.9981
C -3.2181 -1.4385 0.0928
N -1.8089 -1.6551 0.1959
C -1.4060 -2.9530 0.0546
C -2.2460 -4.0905 0.0957
C -1.7385 -5.3655 -0.0205
C -0.3810 -5.5938 -0.2082
C 0.4762 -4.5092 -0.3047
C -0.0569 -3.2513 -0.1741
F 0.8116 -2.1126 -0.3487
H -2.1545 -2.4449 -4.0092
H -3.3821 -3.1950 -3.0035
H -1.7584 -2.9465 -2.3649
H -3.6930 -0.7612 -3.2411
H -0.9108 -0.5357 -1.9910
H -2.1377 0.8109 -2.0389
H -1.5262 0.0935 -3.5231
H -5.5806 -0.9282 -2.2968
H -7.0599 -1.1254 -0.3588
H -6.1109 -1.4779 1.8668
H -4.5339 -1.4789 3.2692
H -1.6969 -0.6889 2.5558
H -2.4352 -0.6714 4.1725
H -3.0362 0.4299 2.9352
H -2.1432 -3.2259 2.5825
H -3.8209 -3.7903 2.6169
H -3.0761 -3.1632 4.0760
H -3.3063 -3.9419 0.2116
H -2.4109 -6.2085 0.0242
H 0.0058 -6.5935 -0.3068
H 1.5291 -4.6354 -0.4977
Se 0.1758 1.6501 2.7674
N 0.6659 0.0860 2.0562
C 1.0543 -0.7318 3.0611
C 1.4565 -2.0741 2.9431
C 1.7819 -2.7604 4.0842
C 1.7661 -2.1443 5.3540
C 1.3939 -0.8382 5.5073
C 1.0058 -0.1134 4.3624
N 0.5479 1.1362 4.3603
H 1.4911 -2.5599 1.9789
H 2.0550 -3.8026 4.0156
H 2.0616 -2.7240 6.2139
H 1.3645 -0.3454 6.4658
N 5.0343 1.1217 -1.3686
C 4.5465 1.5001 -0.0143
C 3.0153 1.4810 -0.0147
N 2.4735 0.1824 -0.3903
C 2.9850 -0.2021 -1.6973
C 4.5201 -0.2211 -1.7466
H 6.0608 1.1403 -1.4040
H 4.6882 1.8120 -2.0485
H 4.9156 2.4920 0.2470
H 4.9420 0.7795 0.7056
H 2.6261 2.2283 -0.7121
H 2.6553 1.7590 0.9774
H 2.7584 -0.5105 0.3029
H 2.5988 0.5108 -2.4323
H 2.6150 -1.1931 -1.9624
H 4.8693 -0.4822 -2.7462
H 4.9177 -0.9522 -1.0385
*
```

Its HOMO-LUMO gap is 0.2274 Eh. The calculation puts the HOMO energy at -13.3 eV. For the energy above the lowest of the compared OMol25 structures with the same formula, charge and spin, the calculation gives 1.680 eV. For the electronic energy, the calculation gives -136373.6982 eV. The calculation puts the strongest force on any atom at 0.032 Eh/bohr.



> What is the formula in the second record?

C44H54F2N8O3SeY



> Which of these has the highest HOMO?

C44H54AgN3OP2S3